1.
# C24H23NO3

One molecule with the formula C24H23NO3 (ωB97M-V/def2-TZVPD, the OMol25 dataset).

Properties
frontier orbital gap	9.1	eV
HOMO level	-8.4	eV
strongest force on any atom	0.639	eV/Å
LUMO level	0.725	eV
ΔE to the lowest compared entry with this formula, charge and spin	27.1	kcal/mol

XYZ file:
```
51
Properties=species:S:1:pos:R:3:forces:R:3
O -2.156735 1.709500 0.611761 -0.2260 0.0249 0.0076
C -1.032030 1.690878 1.072877 0.0776 -0.0442 0.0745
N -0.029791 0.953363 0.539361 0.2846 -0.1621 -0.0723
C -0.181887 0.229218 -0.703844 0.0386 -0.0220 -0.2680
C 0.522938 0.984048 -1.856421 -0.3504 0.0332 0.1973
C -0.012646 2.383715 -1.936263 0.1458 -0.0070 -0.1442
C -1.229341 2.635823 -2.556492 0.0822 0.0259 -0.0020
C -1.766718 3.909128 -2.558937 -0.0928 0.0158 -0.0441
C -1.096475 4.947997 -1.935647 -0.0409 0.1035 0.0055
C 0.118451 4.708433 -1.319037 0.0211 0.1119 0.0736
C 0.655458 3.433493 -1.321321 0.0136 -0.0267 -0.0576
C 0.342198 -1.179109 -0.588136 -0.1736 -0.1260 0.0291
C 1.644606 -1.432647 -0.173070 -0.0619 -0.0589 -0.0478
C 2.119673 -2.726601 -0.121173 -0.0796 -0.1134 -0.0052
C 1.313902 -3.806844 -0.465360 0.0038 0.0324 -0.1100
C -0.019316 -3.566176 -0.822235 0.0218 -0.0387 0.1008
C -0.473859 -2.253982 -0.896386 0.1569 -0.0357 0.0043
O -0.939907 -4.545460 -1.103957 0.2374 0.2861 -0.2854
C -0.808852 -5.745282 -0.367108 0.0162 -0.5700 0.2880
C 0.194108 -6.721515 -0.987731 0.0909 0.6067 0.0680
C 1.455364 -5.965360 -1.413342 -0.1572 -0.4524 -0.3957
O 1.905406 -5.046743 -0.436784 -0.1602 0.2455 0.3549
C -0.661799 2.452809 2.302865 -0.0705 0.2453 0.2277
C -1.641778 2.638485 3.272924 0.0061 -0.0758 -0.1442
C -1.361283 3.346284 4.426487 -0.0253 -0.0057 0.0294
C -0.101585 3.890830 4.614809 0.0477 0.0464 0.0223
C 0.871858 3.731444 3.642601 0.0972 0.0501 0.0902
C 0.596673 3.014206 2.491886 -0.0954 -0.1010 -0.0513
H 0.879183 0.958616 0.971382 -0.1192 0.0254 0.1084
H -1.258697 0.216599 -0.902039 0.1875 -0.0508 0.0113
H 1.599598 0.995007 -1.675660 0.0395 -0.0457 -0.0313
H 0.333874 0.441383 -2.783806 0.0798 -0.0313 -0.0242
H -1.760155 1.825499 -3.034829 -0.0765 -0.1054 -0.0509
H -2.715428 4.091168 -3.041826 -0.0796 0.0139 -0.0355
H -1.520496 5.941267 -1.929530 -0.0330 0.0749 -0.0055
H 0.646757 5.514232 -0.829854 0.0384 0.0652 0.0285
H 1.609227 3.253451 -0.843371 0.0906 -0.0415 0.0373
H 2.306259 -0.621216 0.091517 0.1185 0.1102 0.0209
H 3.136524 -2.935032 0.172542 0.1235 -0.0402 0.0120
H -1.500605 -2.099364 -1.189416 -0.1634 0.0196 -0.0136
H -1.808144 -6.188222 -0.348496 0.1204 0.0506 0.0746
H -0.510002 -5.512880 0.662988 -0.0797 0.0050 -0.1195
H 0.436458 -7.485835 -0.249243 -0.0189 -0.0661 0.0026
H -0.233989 -7.203168 -1.866931 -0.0023 -0.0679 -0.0185
H 2.283889 -6.662801 -1.563276 -0.1002 0.0960 -0.0577
H 1.268421 -5.436059 -2.356483 0.0728 -0.0459 0.1128
H -2.620974 2.217934 3.100855 -0.0852 -0.0218 -0.0287
H -2.125479 3.478278 5.178113 -0.0605 -0.0012 0.0544
H 0.119979 4.446886 5.513917 0.0161 0.0460 0.0640
H 1.849254 4.170719 3.780832 0.0634 0.0358 0.0005
H 1.357917 2.923605 1.730286 0.0604 -0.0130 -0.0872
```
Forces are in eV/Å.

Mulliken population analysis, charges in e, atoms 1 to 8: -0.6646 0.4495 0.0517 -0.4969 -1.1002 0.2815 -0.2328 -0.7389

2.
# C26H57B2IN4O18P3

C26H57B2IN4O18P3 as an isolated structure at a distorted geometry (ωB97M-V/def2-TZVPD, the OMol25 dataset).

Properties
frontier orbital gap	6.4	eV
HOMO level	-10.2	eV
strongest force on any atom	4.418	eV/Å
LUMO level	-3.860	eV
net charge	+1

XYZ file:
```
111
Properties=species:S:1:pos:R:3:forces:R:3
C -0.257414 4.187193 -3.456691 0.9692 -0.0135 1.5704
C 0.247372 3.389673 -2.670120 -2.1640 0.4779 0.2813
C 0.523811 2.358892 -1.577035 2.1828 0.4259 -3.6368
N -0.441833 2.152677 -0.444866 0.2953 -0.8426 0.1144
C -1.547584 1.397103 -1.171073 -2.4070 -0.9952 -1.8878
C -2.985786 1.225070 -0.620634 -1.5659 -0.3156 -0.8750
C -3.687995 0.185058 -1.600591 -0.3747 -1.2008 0.0796
O -4.282237 -0.769939 -1.153647 0.5395 0.8241 0.1701
O -3.593403 0.305034 -2.972074 0.6965 0.2624 1.4029
C 0.252111 1.152903 0.490228 -0.0185 -2.3197 0.8204
C 1.627685 1.339034 1.149979 1.6781 0.6226 2.1044
C 2.958016 1.832672 0.524193 1.6163 1.2155 -1.4153
O 3.484300 1.346570 -0.460028 -1.6843 -0.2674 0.5370
N 3.695948 2.928236 1.179420 -0.3784 -1.3948 -0.3942
C 4.361582 3.795896 0.175149 0.8036 1.2039 0.3175
C 4.687780 2.253866 2.089962 -0.2697 -0.1311 1.0286
C -0.778229 0.752755 1.642218 -0.3328 -2.5937 -1.4558
P -0.093866 -0.153440 3.173779 1.0303 1.1976 0.4883
P -1.765600 -1.101837 4.205902 -1.2956 -2.4407 1.7561
O -1.284955 -1.398040 5.579066 -0.3638 0.8276 -1.7574
O -3.087049 -0.093612 4.161502 1.7065 -1.5926 -1.1135
O -2.203268 -2.592836 3.512249 -0.1233 3.2423 -0.1472
O -1.650135 1.722488 2.160291 0.6680 0.0259 -0.7025
C -1.540295 3.102678 1.760712 -0.5677 -0.3996 0.3761
B -3.140896 3.551441 1.911213 -2.3716 -0.1335 0.9850
N -3.635103 4.887309 2.308391 0.3846 -0.3455 -0.7140
O -4.175380 2.567470 1.811289 1.8541 0.8245 -1.1930
P -0.838415 4.019007 3.253174 -0.2200 2.8057 3.4054
O -0.906376 5.493009 3.251938 0.3611 -1.4871 -1.0231
O -1.917813 3.557023 4.480669 1.9111 -0.8767 -1.9945
O 0.651825 3.563336 3.796549 -1.7297 -1.3402 -0.6842
C -0.877934 3.372646 0.324444 -0.0172 2.2048 0.2701
I 0.904018 4.712924 0.575465 -0.1230 -0.7010 -0.1480
B -1.816787 4.474200 -0.438239 -0.3057 1.9233 -1.7831
N -1.782060 5.919833 -0.033312 -0.3470 -1.3306 0.0181
O -2.641669 4.234433 -1.578228 0.0049 -1.4100 1.7109
H -0.584656 5.136672 -3.935203 0.4338 -1.5546 0.2421
H 0.576031 1.367256 -2.123796 -0.1214 0.9701 0.8362
H 1.583875 2.578707 -1.331858 -0.9982 -0.3203 0.8360
H -1.230758 0.349349 -1.464317 0.4137 1.2512 0.8809
H -1.755767 1.836972 -2.196066 0.7984 0.1850 1.3654
H -3.164696 0.782516 0.382625 0.5040 0.3604 -0.8131
H -3.670474 2.120650 -0.674841 1.2418 -0.6464 0.0254
H -3.845766 -0.584726 -3.306339 -0.1337 0.6737 0.1228
H 0.373634 0.207672 -0.122907 -0.3702 1.2459 0.4422
H 1.539449 1.893214 2.133518 -0.0284 -0.3231 -1.2300
H 1.972187 0.299838 1.472709 -0.8364 0.9550 -0.5049
H 4.344398 4.845882 0.603525 -0.0212 -1.0604 -0.4971
H 5.459853 3.556733 0.054399 -1.2623 -0.0116 -0.2110
H 3.849627 3.836076 -0.818191 0.4298 -0.2948 0.9224
H 5.704297 2.736656 2.033088 -1.2100 -0.4624 0.0380
H 4.788151 1.153540 1.861062 0.1410 1.1021 0.0839
H 4.283049 2.341926 3.134893 0.6721 -0.0859 -0.8244
H -1.398933 -0.079046 1.172967 0.2629 1.3100 0.1952
H 0.737137 -1.241935 2.730540 -0.8619 0.2510 -0.1252
H -3.467416 -0.172845 3.260820 -0.2036 0.5030 0.5796
H -2.756362 -2.423913 2.723932 0.1953 -0.4835 0.2560
H -4.260519 5.319498 1.626287 0.1726 0.0719 0.4114
H -4.106478 4.856594 3.220275 0.2286 0.0407 -0.4848
H -4.932133 3.048974 1.421862 0.0907 -0.4127 0.9358
H -1.567905 2.749535 4.906115 -0.6296 0.2327 0.0439
H 0.644579 2.657987 4.184636 0.2069 0.5463 -0.2267
H -2.749651 6.255785 -0.001355 0.4052 0.1883 -0.0709
H -1.316526 6.454880 -0.780764 -0.1190 -0.2255 0.5610
H -3.583428 4.316786 -1.340514 0.3950 0.3120 -0.5342
C 4.106213 0.113645 -4.282859 0.2310 0.0614 -0.3294
O 3.766033 0.127485 -5.655153 -0.3773 0.1888 0.4050
C 2.530277 -0.508368 -5.946284 0.2482 0.1258 -0.3735
C 1.714843 0.287068 -6.955692 -0.1122 0.0307 -0.0629
O 1.204904 1.533655 -6.477684 0.2043 -0.0265 0.0568
C 2.146644 2.572497 -6.209675 -0.0196 0.0415 0.1146
C 2.881046 3.123014 -7.423430 0.1890 -0.1861 0.1540
O 3.796749 2.174199 -7.945849 -0.4213 -0.0908 -0.2086
C 3.808948 2.116590 -9.361741 0.2305 -0.0116 0.1792
H 4.572041 -0.838858 -4.017783 -0.0691 -0.0335 0.2149
H 4.824123 0.917453 -4.109164 0.0291 -0.0932 -0.0575
H 3.234642 0.302297 -3.645546 -0.0264 -0.0875 0.0202
H 1.933033 -0.654960 -5.038067 0.0527 0.0453 0.0307
H 2.761061 -1.490136 -6.375915 -0.2587 -0.0952 0.0097
H 0.829883 -0.303998 -7.205290 -0.0399 0.0157 0.1305
H 2.254307 0.427420 -7.891594 0.2302 -0.0123 0.1389
H 2.847955 2.265509 -5.433156 0.1880 -0.0835 -0.1458
H 1.559173 3.385595 -5.772313 -0.0847 -0.0103 -0.1715
H 3.456528 4.007803 -7.124935 -0.2078 0.1418 0.0875
H 2.146694 3.426277 -8.177927 0.0224 -0.0548 -0.0287
H 2.796729 2.152994 -9.776634 -0.0046 0.0739 0.0041
H 4.257109 1.166112 -9.653670 0.0760 0.0762 0.0663
H 4.410386 2.935514 -9.767622 -0.0947 -0.0036 -0.1564
C -1.075225 -9.451896 2.085307 0.1071 0.2943 -0.0108
O -1.562360 -8.290935 2.731053 0.0151 -0.3938 0.2195
C -2.848954 -8.455926 3.310940 0.1482 0.3383 0.0381
C -2.929942 -7.813564 4.688499 -0.0025 -0.0152 0.1675
O -2.158376 -8.452963 5.705137 0.0844 0.1522 -0.2146
C -0.736727 -8.379452 5.604507 0.0311 -0.1456 0.0649
C -0.138340 -6.991276 5.777379 -0.0072 -0.1416 -0.2942
O -0.441204 -6.155325 4.669472 -0.3582 0.1209 0.2684
C -0.786995 -4.830927 5.034908 0.2113 -0.2353 -0.3031
H -1.485569 -9.523079 1.074479 -0.0245 -0.2094 -0.0370
H 0.011122 -9.365605 2.019647 -0.0669 0.0740 -0.0558
H -1.303026 -10.358960 2.653774 -0.0770 0.0029 -0.0521
H -3.116951 -9.515024 3.393190 0.0774 0.0153 -0.0142
H -3.571010 -7.962012 2.649320 -0.2288 -0.0892 0.1186
H -3.965679 -7.891725 5.029036 0.0144 -0.1466 -0.0058
H -2.706529 -6.747075 4.651677 0.1576 -0.0251 -0.2122
H -0.391558 -8.850387 4.684437 0.0293 0.2143 -0.1259
H -0.360848 -9.003834 6.420182 -0.1034 0.0975 0.0697
H 0.953417 -7.075444 5.839093 0.0018 -0.1540 0.2047
H -0.505201 -6.559042 6.714806 -0.0425 0.0473 -0.0549
H -1.450235 -4.809521 5.905119 0.0791 0.0349 0.0619
H -1.317477 -4.374012 4.199623 0.2314 -0.2769 0.1385
H 0.121179 -4.252785 5.238045 -0.1005 0.1581 0.1839
```
Forces are in eV/Å.

Mulliken population analysis, charges in e, atoms 1 to 8: -0.1219 -1.0735 0.7752 1.5498 -1.0397 0.5668 0.2208 -0.5685

Question: Which value of HOMO level does entry 1 give?
Answer: -8.4 eV

Question: frontier orbital gap of number 1 (C24H23NO3)?
Answer: 9.1 eV

Question: Which of these has the lowest LUMO level?
Answer: C26H57B2IN4O18P3